The following is a DFT calculation (ωB97M-V/def2-TZVPD) of a cluster of 2 separate species, C23H29N6O6S in total at a distorted geometry.

Properties
- E_tot (eV) = -56376.4616
- E_HOMO (eV) = -11.4
- total charge = +1
- LUMO (eV) = -2.5
- orbital gap (hartree) = 0.3295

XYZ file:
```
65
Properties=species:S:1:pos:R:3:forces:R:3:nbo_charge:R:1
H -0.837870 2.776478 3.744251 0.0621 0.0098 -0.1534 0.2249
H -5.139476 -4.500210 2.687431 0.1863 0.1657 -0.1024 0.2338
N 5.432266 -0.055657 -3.415891 -0.9310 -0.1638 0.6890 -0.8429
C -4.685211 -3.519308 2.526326 0.0210 0.1223 -0.2909 -0.4202
H 2.255007 3.643428 -1.272852 0.0079 -0.1185 0.0714 0.2293
H -4.237586 0.639635 4.587344 -0.0425 -0.0731 0.1705 0.2300
H 0.845444 -0.825876 -2.857844 0.1066 -0.0455 -0.1080 0.4921
N 0.067090 -0.536883 -2.250777 -1.1620 0.8347 0.4904 -0.4643
C 4.201894 0.868712 -1.108170 0.0024 -0.1977 0.1440 -0.3268
O 6.097322 -1.093376 -1.183290 -1.4490 1.3373 -0.2206 -0.9461
H -0.857226 1.050143 -3.399137 -0.0361 -0.2273 0.3116 0.2479
O 6.821853 1.200538 -1.772370 -2.0208 -0.7607 0.0245 -0.9029
H -0.051769 3.527609 -1.099881 0.0634 -0.0733 0.0425 0.2129
N -3.806963 -0.737922 2.273367 0.5854 -1.7658 -0.3770 -0.6260
O -4.447653 1.308398 1.598226 0.2634 -0.4138 -0.1986 -0.6406
H -5.777428 -0.058527 4.020484 -0.0233 -0.0714 0.1873 0.2306
H 0.365093 -1.829807 -0.487771 0.0283 0.1779 -0.5319 0.2638
N -3.779060 -3.593522 1.376608 -0.7935 -0.2825 1.0336 -0.6014
H 5.618931 -2.168036 -3.506174 -0.0739 0.0078 0.0329 0.2150
C 2.578025 2.656447 -0.957422 0.3789 -0.4337 -0.0277 -0.1992
H -1.830871 0.518110 1.364966 -0.2639 -0.0313 0.1341 0.2587
H -2.040589 4.499229 -0.000637 0.1218 -0.1040 0.0375 0.2250
C -0.821492 0.451282 -2.493797 0.3953 -0.3504 0.2942 0.2386
O -2.538137 -3.012775 -0.327522 0.3395 0.7468 -0.1729 -0.6350
N 3.388894 -2.718988 -2.249156 0.7397 -0.2331 -0.7614 -0.3320
C -5.011459 0.688942 3.823771 0.0535 -0.0548 -0.1447 -0.7095
C -4.399930 0.443720 2.465191 -0.6338 1.8027 -0.1616 0.6793
H 1.783504 -3.936494 -2.191946 0.8680 0.4532 -0.2546 0.4948
H -3.793040 -1.390513 3.040852 0.0666 0.1843 -0.1174 0.4045
H 4.277880 2.676896 -2.286919 -0.1029 -0.1394 0.1530 0.2485
C 2.366793 0.714862 0.459902 0.3135 0.1889 -0.3719 -0.1577
C 4.906656 -1.389644 -3.802419 0.5590 -0.5413 0.7769 -0.3138
C -1.575028 3.678060 1.931913 0.1322 -0.0888 -0.0457 -0.1958
H 1.149985 1.797839 2.672552 0.0057 0.0559 -0.1464 0.2200
H 3.883207 -0.794458 0.238913 0.0080 0.1865 -0.1427 0.2467
H 6.307879 0.158791 -3.882072 -0.0602 0.0427 -0.1421 0.4212
C -1.345647 3.889809 0.570668 0.3046 -0.2186 0.1684 -0.2030
H -3.796257 -0.681393 0.203047 -0.1392 0.0226 0.0300 0.2426
O 2.127547 -3.149788 -1.720613 1.3837 1.0715 -0.3130 -0.5501
C -1.789774 -0.481687 0.929004 0.0758 0.1139 -0.7907 -0.4340
C 0.692370 2.555856 0.690599 -0.6088 0.2998 0.3609 0.0074
H 1.858725 0.156003 1.238058 -0.0160 0.0794 -0.0728 0.2124
H -1.097533 -1.065782 1.537715 0.1044 0.0192 -0.1500 0.2344
C 1.883019 1.968213 0.051109 0.5158 -0.2917 -0.2291 -0.0581
H -3.624798 -4.517478 0.999059 0.0477 0.1428 -0.1082 0.4177
C -1.219192 -0.322743 -0.460482 0.3747 -0.8121 0.6386 0.1639
C 3.514154 0.167184 -0.112777 0.1609 0.0122 -0.0373 -0.2001
H 4.830025 -1.430479 -4.893962 -0.2292 0.1824 0.2640 0.2554
C 0.450355 2.361509 2.062860 -0.3247 0.1829 -0.1224 -0.2154
C -3.192021 -1.128278 0.994257 -0.3451 0.3241 0.4578 -0.1202
H -5.467040 1.678948 3.832970 0.0987 -0.1574 -0.0516 0.2543
H -2.448146 4.113856 2.410733 0.1397 -0.0898 -0.1045 0.2310
O 2.489518 -1.235204 -3.680563 0.6206 0.0972 -0.0092 -0.6543
H -5.491385 -2.805969 2.340258 0.0907 -0.0997 0.1252 0.2127
S 5.749895 0.205761 -1.772744 2.4642 -0.5845 -0.2553 2.2426
C 3.731221 2.115145 -1.531252 0.0131 -0.0025 0.0053 -0.1596
C -3.161550 -2.644333 0.657677 0.3868 0.0061 -0.2902 0.6665
C -0.216126 3.338954 -0.044050 -0.2164 -0.0004 0.4683 -0.2420
N -1.620929 0.596496 -1.412374 1.0031 -0.7385 -0.4027 -0.4722
C -0.178856 -1.035949 -0.985132 -0.4412 0.6446 0.0978 -0.0315
H -4.138175 -3.250931 3.431817 -0.1497 -0.0975 0.1255 0.1834
H -2.350684 1.288966 -1.277880 0.1895 -0.0952 -0.1489 0.4621
H 4.251157 -2.993738 -1.769366 -0.8541 -0.2634 0.2327 0.4100
C -0.672298 2.920379 2.680098 0.0587 0.0277 -0.4451 -0.2116
C 3.515497 -1.750454 -3.234778 -2.4235 0.0783 0.4350 0.6521
```
Forces are in eV/Å.